# 1
Density functional theory data (the ωB97M-V functional and the def2-TZVPD basis) for a molecular structure, C18H59AlI3NO15P in a non-equilibrium geometry.

Geometry as XYZ:
```
98
Properties=species:S:1:pos:R:3
C 2.969 0.231 -3.802
C 1.640 1.057 -4.073
I 0.433 0.300 -5.735
C 1.206 2.173 -3.367
I 2.381 3.038 -1.712
Al -0.569 3.176 -3.720
O -1.298 3.144 -1.993
C -1.811 1.801 -1.933
C -2.710 1.540 -3.236
C -4.194 2.020 -2.943
N -4.301 3.431 -2.562
P -3.020 -0.292 -3.736
O -2.884 -0.251 -5.440
I -1.279 -1.723 -2.733
O -2.011 2.141 -4.321
H 3.687 0.350 -4.650
H 2.652 -0.848 -3.796
H 3.406 0.429 -2.798
H -0.454 4.633 -4.381
H -2.442 1.654 -1.016
H -0.936 1.122 -1.745
H -4.816 1.733 -3.835
H -4.557 1.370 -2.092
H -4.509 3.515 -1.573
H -3.489 3.974 -2.838
H -2.647 -1.125 -5.777
C 2.898 -3.705 -5.129
O 3.197 -2.393 -5.580
H 3.774 -4.106 -4.620
H 2.057 -3.676 -4.429
H 2.650 -4.348 -5.979
H 2.410 -2.058 -6.026
C -3.024 1.426 2.578
O -2.333 1.325 1.339
H -3.927 0.819 2.527
H -2.391 1.062 3.385
H -3.299 2.468 2.764
H -1.540 1.867 1.407
C -3.674 -5.442 -1.493
O -3.119 -4.863 -2.664
H -4.414 -6.184 -1.789
H -2.889 -5.930 -0.909
H -4.160 -4.670 -0.889
H -2.467 -4.209 -2.379
C -6.528 5.810 -0.472
O -6.118 4.642 0.228
H -5.895 6.640 -0.162
H -6.418 5.656 -1.548
H -7.570 6.043 -0.234
H -6.688 3.924 -0.061
C -4.938 0.874 5.652
O -3.543 0.852 5.375
H -5.450 1.356 4.821
H -5.313 -0.147 5.762
H -5.128 1.438 6.569
H -3.111 0.422 6.121
C -1.616 3.133 7.368
O -0.791 2.024 7.704
H -2.634 2.776 7.217
H -1.606 3.864 8.182
H -1.256 3.597 6.447
H 0.103 2.361 7.833
C 5.572 1.702 -6.804
O 5.995 0.507 -6.159
H 6.217 2.518 -6.484
H 5.650 1.585 -7.889
H 4.539 1.929 -6.527
H 5.414 -0.202 -6.454
C -0.674 -1.638 2.240
O -0.672 -1.417 3.649
H 0.210 -2.220 1.980
H -1.569 -2.195 1.951
H -0.645 -0.684 1.712
H -1.458 -0.904 3.858
C 2.568 -4.266 2.746
O 2.528 -4.036 4.149
H 3.446 -4.868 2.514
H 1.669 -4.803 2.433
H 2.635 -3.313 2.215
H 1.746 -3.504 4.328
C 2.841 0.983 8.028
O 2.752 2.397 8.186
H 2.260 0.691 7.155
H 3.883 0.689 7.882
H 2.436 0.487 8.914
H 3.270 2.629 8.961
C 3.348 -1.712 -0.304
O 4.267 -1.137 -1.218
H 2.350 -1.340 -0.535
H 3.360 -2.802 -0.401
H 3.613 -1.426 0.719
H 5.136 -1.487 -0.992
C 6.868 -4.225 -0.660
O 6.801 -2.816 -0.475
H 6.294 -4.486 -1.548
H 7.907 -4.534 -0.799
H 6.442 -4.736 0.207
H 7.312 -2.605 0.311
```

Total charge: -1
Total energy in a.u.: -3381.34234
HOMO level in eV: -5.00

Here are the Löwdin charges for atoms 1 to 6, given in e: number 1, C, carries -0.1749; number 2, C, carries -0.7744; number 3, I, carries 0.8431; number 4, C, carries -0.6969; number 5, I, carries 0.6684; number 6, Al, carries 0.1149

---

# 2
Density functional theory data (the ωB97M-V functional and the def2-TZVPD basis) for a molecular structure, C4H6N2O in a non-equilibrium geometry.

Geometry as XYZ:
```
13
Properties=species:S:1:pos:R:3
C -1.153 -0.815 1.067
C -0.513 0.341 -0.456
C 0.504 0.633 -1.600
C 0.312 -0.464 0.437
H -1.665 -0.043 1.726
H -1.357 -1.990 1.263
H -0.820 1.412 -0.208
H 0.565 0.954 -2.620
H 2.173 0.399 1.091
H 0.697 -1.326 -0.009
N 1.569 0.921 -0.898
N 1.251 0.593 0.532
O -1.563 -0.616 -0.325
```

Energy relative to the best compared isomer or geometry (same formula, charge and spin) in eV: 6.061
Total energy in a.u.: -340.57217
HOMO level in eV: -9.28

Here are the natural (NBO) charges for atoms 1 to 6, given in e: number 1, C, carries -0.0845; number 2, C, carries 0.0570; number 3, C, carries -0.0261; number 4, C, carries -0.1129; number 5, H, carries 0.2031; number 6, H, carries 0.2120

---

# 3
Density functional theory data (the ωB97M-V functional and the def2-TZVPD basis) for a molecular structure, C21H82Li2O24S in a non-equilibrium geometry.

Geometry as XYZ:
```
130
Properties=species:S:1:pos:R:3
Li 0.819 -1.226 -0.323
Li -3.488 -0.551 -2.461
S -1.746 -1.441 -0.261
O -2.275 -0.261 -0.951
O -0.739 -1.009 0.748
O -2.907 -2.042 0.407
O -1.106 -2.308 -1.246
O 4.450 0.375 -2.997
H 4.039 1.285 -2.991
H 3.704 -0.207 -3.167
O 1.952 -2.711 -0.582
H 1.693 -3.647 -0.531
H 2.379 -2.750 -1.469
O 0.637 0.042 -2.012
H 1.190 0.829 -1.971
H -0.351 0.281 -1.972
O 4.451 -1.366 1.924
H 4.806 -0.964 1.114
H 5.101 -1.179 2.653
O -2.049 -1.111 4.004
H -1.540 -0.438 3.478
H -2.761 -1.232 3.363
O -3.789 1.380 -3.235
H -3.077 2.037 -3.241
H -4.183 1.380 -4.137
O 2.119 -0.082 0.410
H 2.404 0.910 0.482
H 2.628 -0.485 1.125
O -4.156 2.283 2.246
H -4.340 1.360 2.192
H -3.910 2.464 1.343
O -1.161 1.426 2.292
H -1.292 0.582 1.829
H -2.087 1.761 2.481
C -1.755 -5.929 -0.771
C -0.493 -5.766 -0.015
C 0.489 -6.895 0.041
O 0.257 -4.814 -0.777
H -2.642 -5.939 -0.122
H -1.733 -6.796 -1.451
H -1.873 -5.013 -1.346
H -0.705 -5.483 1.016
H 0.062 -7.815 0.549
H 1.401 -6.517 0.552
H 0.733 -7.206 -0.959
H -0.232 -3.929 -0.918
C 1.417 4.429 -3.450
C 1.354 2.854 -3.200
C 1.675 2.139 -4.532
O 2.287 2.434 -2.200
H 2.339 4.769 -3.888
H 1.345 4.973 -2.517
H 0.581 4.765 -4.102
H 0.329 2.660 -2.905
H 2.652 2.315 -4.927
H 0.786 2.383 -5.119
H 1.614 1.109 -4.346
H 2.232 2.815 -1.337
C -5.996 -0.521 4.107
C -5.173 -1.427 3.213
C -6.004 -2.564 2.606
O -4.469 -0.642 2.279
H -5.524 0.465 4.290
H -6.317 -1.066 5.022
H -6.974 -0.267 3.609
H -4.411 -1.917 3.843
H -6.343 -3.112 3.489
H -5.387 -3.243 2.033
H -6.878 -2.223 2.106
H -4.014 -1.188 1.577
C 4.423 2.839 1.459
C 3.625 3.891 0.647
C 4.325 4.407 -0.618
O 2.302 3.285 0.321
H 4.509 1.946 0.841
H 3.919 2.513 2.338
H 5.437 3.163 1.521
H 3.435 4.800 1.278
H 3.607 4.846 -1.344
H 4.752 3.509 -1.161
H 5.167 5.136 -0.332
H 1.822 3.473 1.132
C 1.817 3.317 4.938
C 1.079 4.213 3.936
C 1.857 5.452 3.676
O 0.978 3.519 2.689
H 1.931 3.788 5.978
H 2.821 3.157 4.614
H 1.348 2.311 4.996
H 0.090 4.578 4.281
H 2.821 5.142 3.362
H 1.972 6.041 4.622
H 1.356 6.022 2.914
H 0.395 2.809 2.811
C -2.884 -3.105 -4.040
O -2.331 -1.825 -3.714
H -3.798 -2.988 -4.488
H -2.267 -3.562 -4.803
H -2.894 -3.826 -3.232
H -1.731 -2.028 -2.964
C -0.718 2.917 -0.484
O -1.937 2.407 -0.991
H -0.447 3.796 -1.044
H -0.780 3.080 0.601
H 0.083 2.227 -0.541
H -2.154 1.549 -0.585
C 0.690 -3.313 4.148
O 0.423 -2.177 4.965
H 0.488 -3.068 2.973
H 1.740 -3.553 4.305
H 0.072 -4.189 4.351
H -0.525 -2.046 4.778
C 1.517 -1.643 -4.673
O 2.186 -1.604 -3.404
H 2.160 -1.274 -5.463
H 1.159 -2.664 -4.860
H 0.595 -1.103 -4.606
H 1.683 -0.965 -2.923
C 6.692 0.982 -0.642
O 5.393 0.512 -0.513
H 6.852 1.991 -1.213
H 7.069 1.144 0.388
H 7.365 0.269 -1.062
H 4.941 0.370 -1.402
C -5.954 -1.977 -2.592
O -4.892 -1.546 -1.792
H -5.880 -2.988 -2.970
H -6.906 -1.895 -2.039
H -6.024 -1.319 -3.442
H -4.818 -1.966 -0.923
```

Total energy in a.u.: -3068.49202
HOMO level in eV: -9.08

Here are the Löwdin charges for atoms 1 to 6, given in e: number 1, Li, carries 0.6048; number 2, Li, carries 0.6558; number 3, S, carries 0.2833; number 4, O, carries -0.4160; number 5, O, carries -0.3863; number 6, O, carries -0.3352

---

Q: Look up the HOMO level of the third one.
A: -9.08 eV

---

Q: Among the records above, which one has the lowest HOMO level?
A: C4H6N2O